Computed, not measured: a single C3H2F2 molecule at a distorted geometry, with ωB97M-V with the def2-TZVPD basis set.

Last columns: bonded neighbours and bond lengths (Å).
Cartesian coordinates (Å):
1 C 0.8793 0.0255 0.1245  C2 1.399, H4 1.070, F6 1.347, F7 1.360
2 C -0.4659 -0.0240 -0.2553  C1 1.399, C3 1.266
3 C -1.7257 -0.0390 -0.1324  C2 1.266, H5 1.021
4 H 0.9569 -0.0485 1.1889  C1 1.070
5 H -2.6989 -0.2245 -0.3788  C3 1.021
6 F 1.3051 1.2449 -0.2578  C1 1.347
7 F 1.7492 -0.9343 -0.2890  C1 1.360

Summary:
**Strongest force on any atom**: 8.38 eV/Å
**HOMO-LUMO gap**: 0.4217 Eh
**LUMO energy**: 0.52 eV
**SMILES string**: C#CC(F)F
**ΔE to the lowest compared entry with this formula, charge and spin**: 66.2 kJ/mol
**Total energy**: -315.14304 hartree